Record 1
Formula: C20H40BN4O5
Source: the Open Molecules 2025 dataset
Level of theory: ωB97M-V/def2-TZVPD

Bonds (Å) are listed after each position.
CARTESIAN COORDINATES (ANGSTROEM)
1 O -3.68501 -2.06210 4.80682  B30 1.476, H52 1.010
2 O 0.77882 -5.34739 -4.01023  C27 1.230
3 O -0.71996 0.39613 -1.23868  C18 1.230
4 O -1.96700 4.93928 -1.84827  C13 1.230
5 O 2.67401 2.87956 1.53644  C25 1.230
6 N -2.16094 -1.17200 -1.95126  C18 1.364, C22 1.444, H48 1.014
7 N 1.95904 -4.80720 -2.17760  C23 1.444, C27 1.364, H41 1.014
8 N 1.21813 3.49858 -0.05745  C25 1.364, C28 1.444, H34 1.014
9 N -1.32284 6.49301 -3.33630  C11 1.444, C13 1.364, H40 1.014
10 C 2.29487 -1.93859 4.25920  C16 1.669, C26 1.640, C29 1.646
11 C -1.49274 7.49088 -4.36606  N9 1.444, H47 1.093, H62 1.093, H63 1.091
12 C -0.42177 -2.57078 3.94432  C16 1.642, C20 1.672, C21 1.672
13 C -2.28552 5.75438 -2.71220  O4 1.230, N9 1.364, C14 1.502
14 C -3.71551 5.97488 -3.11637  C13 1.502, H33 1.093, H54 1.093, H60 1.093
15 C 0.45638 0.08027 3.24629  C20 1.655, C29 1.649, H49 1.193
16 C 1.07836 -3.07477 4.38097  C10 1.669, C12 1.642, H46 1.181
17 C 1.68269 -3.12983 -3.95292  C27 1.502, H45 1.093, H50 1.093, H51 1.093
18 C -1.21646 -0.71732 -1.07772  O3 1.230, N6 1.364, C24 1.502
19 C 3.03848 1.95406 -0.64265  C25 1.502, H42 1.093, H61 1.093, H70 1.093
20 C -0.76226 -1.03144 3.38640  C12 1.672, C15 1.655, H43 1.186
21 C -1.75917 -3.56890 4.05342  C12 1.672, B30 1.677, H37 1.176, H64 1.170
22 C -2.85574 -2.43769 -1.93350  N6 1.444, H39 1.093, H53 1.093, H65 1.091
23 C 2.74849 -3.96249 -1.31257  N7 1.444, H36 1.093, H44 1.091, H59 1.093
24 C -0.81967 -1.61379 0.06058  C18 1.502, H56 1.093, H57 1.093, H66 1.093
25 C 2.31260 2.80098 0.36366  O5 1.230, N8 1.364, C19 1.502
26 C 3.81683 -2.34137 4.72031  C10 1.640, H35 1.170, H38 1.193, H67 1.175
27 C 1.43332 -4.50410 -3.39973  O2 1.230, N7 1.364, C17 1.502
28 C 0.64081 3.53760 -1.38040  N8 1.444, H55 1.093, H58 1.091, H68 1.093
29 C 1.96106 -0.43113 3.68776  C10 1.646, C15 1.649, H32 1.171
30 B -2.63459 -2.95003 5.34290  O1 1.476, C21 1.677, H31 1.198, H69 1.175
31 H -1.89300 -2.25173 5.97299  B30 1.198
32 H 2.85631 0.31915 3.60684  C29 1.171
33 H -3.84466 5.73909 -4.17604  C14 1.093
34 H 0.78081 4.04655 0.67517  N8 1.014
35 H 4.05153 -3.45118 4.43311  C26 1.170
36 H 2.22262 -3.86659 -0.35945  C23 1.093
37 H -1.46420 -4.68916 4.25569  C21 1.176
38 H 3.83204 -2.27326 5.91176  C26 1.193
39 H -3.92743 -2.23582 -1.86356  C22 1.093
40 H -0.38356 6.29038 -3.01237  N9 1.014
41 H 1.74999 -5.75043 -1.86961  N7 1.014
42 H 3.41858 2.58100 -1.45359  C19 1.093
43 H -1.88147 -0.73889 3.12478  C20 1.186
44 H 2.91507 -2.97143 -1.73660  C23 1.091
45 H 1.25676 -2.37576 -3.28573  C17 1.093
46 H 1.27480 -4.17717 4.75710  C16 1.181
47 H -0.92532 7.17294 -5.24407  C11 1.093
48 H -2.37744 -0.51416 -2.69195  N6 1.014
49 H 0.20637 1.18085 2.86045  C15 1.193
50 H 1.20287 -3.03737 -4.93095  C17 1.093
51 H 2.75648 -2.96660 -4.07745  C17 1.093
52 H -3.35403 -1.11569 4.92544  O1 1.010
53 H -2.64745 -2.95274 -2.87439  C22 1.093
54 H -4.36528 5.31645 -2.53363  C14 1.093
55 H -0.39285 3.19006 -1.31022  C28 1.093
56 H -1.68757 -1.82208 0.69191  C24 1.093
57 H -0.39728 -2.54469 -0.32695  C24 1.093
58 H 1.18559 2.91518 -2.09144  C28 1.091
59 H 3.71049 -4.45274 -1.14480  C23 1.093
60 H -4.00428 7.01042 -2.91774  C14 1.093
61 H 3.88639 1.46025 -0.16044  C19 1.093
62 H -1.08373 8.43413 -3.99570  C11 1.093
63 H -2.53874 7.63195 -4.64127  C11 1.091
64 H -2.35779 -3.48413 3.05147  C21 1.170
65 H -2.55005 -3.06930 -1.09840  C22 1.091
66 H -0.06011 -1.11621 0.66950  C24 1.093
67 H 4.55559 -1.54865 4.26577  C26 1.175
68 H 0.64895 4.57478 -1.72410  C28 1.093
69 H -3.01815 -3.78133 6.07971  B30 1.175
70 H 2.36838 1.18525 -1.03645  C19 1.093

Properties
HOMO-LUMO gap: 5.71 eV
E_tot: -1405.9287 Eh
Charge: -1

Record 2
Formula: C20H40Br20
Source: the Open Molecules 2025 dataset
Level of theory: ωB97M-V/def2-TZVPD

Bonds (Å) are listed after each position.
CARTESIAN COORDINATES (ANGSTROEM)
1 Br -3.41977 0.69679 2.93086  C33 1.977
2 Br 0.98548 5.25478 0.12904  C25 1.967
3 Br -1.55804 -1.31568 -6.06459  C38 1.957
4 Br 4.95481 -5.74188 -3.08874  C36 1.967
5 Br 1.63319 -2.46457 -2.71195  C32 1.975
6 Br -4.46304 -1.87915 -1.35514  C27 1.971
7 Br 5.67216 -0.52950 -1.90469  C29 1.965
8 Br -2.58932 -0.89207 6.37723  C37 1.966
9 Br 3.43892 -1.79818 0.61213  C26 1.932
10 Br -3.15319 -5.27306 -2.13589  C21 1.974
11 Br -1.91755 -2.07797 1.03953  C31 1.967
12 Br 3.08273 5.70315 2.99486  C22 1.981
13 Br -7.29364 -1.76784 2.03129  C28 1.970
14 Br 1.13605 1.02407 -0.41016  C30 1.904
15 Br -2.64429 3.81274 1.45322  C23 1.951
16 Br 5.49939 1.38276 3.26107  C39 1.957
17 Br 1.15398 0.77666 4.16480  C24 1.973
18 Br -5.57226 1.59116 -1.48171  C35 1.957
19 Br 3.95716 3.70791 -2.16921  C40 1.926
20 Br -2.00129 0.83265 -3.03799  C34 1.961
21 C -2.47173 -3.49840 -2.66848  Br10 1.974, C27 1.504, H55 1.088, H58 1.085
22 C 2.41169 3.99857 2.24012  Br12 1.981, C25 1.520, H43 1.084, H70 1.084
23 C -4.14289 3.45804 0.25539  Br15 1.951, C35 1.520, H46 1.088, H57 1.089
24 C -0.59979 0.64139 5.05956  Br17 1.973, C37 1.505, H60 1.085, H79 1.088
25 C 0.97463 4.18585 1.78058  Br2 1.967, C22 1.520, H51 1.087, H75 1.088
26 C 4.11231 -0.12645 1.30772  Br9 1.932, C39 1.510, H68 1.090, H73 1.086
27 C -3.62423 -2.58730 -2.99269  Br6 1.971, C21 1.504, H48 1.089, H54 1.084
28 C -6.13454 -0.31407 2.68228  Br13 1.970, C33 1.519, H41 1.088, H42 1.084
29 C 4.32537 0.90025 -1.84454  Br7 1.965, C40 1.494, H50 1.084, H56 1.086
30 C -0.35930 0.26213 0.48950  Br14 1.904, C31 1.499, H63 1.086, H74 1.091
31 C -0.27571 -1.22950 0.36674  Br11 1.967, C30 1.499, H61 1.083, H66 1.090
32 C 2.78057 -3.94097 -3.34691  Br5 1.975, C36 1.521, H59 1.088, H67 1.084
33 C -4.70203 -0.80337 2.80663  Br1 1.977, C28 1.519, H77 1.089, H80 1.086
34 C -0.39340 0.10417 -3.89171  Br20 1.961, C38 1.505, H44 1.091, H52 1.090
35 C -4.02376 2.08894 -0.39321  Br18 1.957, C23 1.520, H65 1.083, H76 1.083
36 C 3.67702 -4.50174 -2.25292  Br4 1.967, C32 1.521, H53 1.079, H72 1.087
37 C -0.84982 -0.78616 5.46702  Br8 1.966, C24 1.505, H49 1.089, H64 1.086
38 C -0.40716 0.11984 -5.39644  Br3 1.957, C34 1.505, H45 1.084, H71 1.087
39 C 4.89130 -0.34907 2.58244  Br16 1.957, C26 1.510, H47 1.086, H62 1.085
40 C 5.01182 2.11162 -2.38748  Br19 1.926, C29 1.494, H69 1.090, H78 1.085
41 H -6.17023 0.45270 1.91101  C28 1.088
42 H -6.49320 0.05280 3.63709  C28 1.084
43 H 2.51439 3.29792 3.06083  C22 1.084
44 H 0.45730 0.61590 -3.43967  C34 1.091
45 H -0.80077 1.03430 -5.82547  C38 1.084
46 H -4.17598 4.29048 -0.44401  C23 1.088
47 H 5.77228 -0.95276 2.38274  C39 1.086
48 H -3.25485 -1.66831 -3.44426  C27 1.089
49 H -0.81926 -1.40410 4.57119  C37 1.089
50 H 4.03950 1.01610 -0.80522  C29 1.084
51 H 0.40445 4.68691 2.55875  C25 1.087
52 H -0.29560 -0.91160 -3.50967  C34 1.090
53 H 4.18867 -3.69272 -1.75571  C36 1.079
54 H -4.40610 -2.94572 -3.65218  C27 1.084
55 H -1.88795 -3.70786 -3.56183  C21 1.088
56 H 3.47213 0.57453 -2.43200  C29 1.086
57 H -5.06995 3.53780 0.82098  C23 1.089
58 H -1.83035 -3.09107 -1.89420  C21 1.085
59 H 3.46655 -3.47759 -4.05221  C32 1.088
60 H -0.49974 1.37062 5.85651  C24 1.085
61 H 0.52030 -1.75517 0.87960  C31 1.083
62 H 4.32841 -0.80102 3.39261  C39 1.085
63 H -0.39113 0.68852 1.48832  C30 1.086
64 H -0.07550 -1.13259 6.14470  C37 1.086
65 H -3.09916 2.02874 -0.95300  C35 1.083
66 H -0.19190 -1.39241 -0.70791  C31 1.090
67 H 2.19292 -4.72112 -3.81637  C32 1.084
68 H 4.78049 0.36826 0.60322  C26 1.090
69 H 5.90970 2.27683 -1.79251  C40 1.090
70 H 3.14647 3.81191 1.46566  C22 1.084
71 H 0.59485 -0.08176 -5.76569  C38 1.087
72 H 3.14259 -5.07917 -1.50345  C36 1.087
73 H 3.24554 0.51437 1.44154  C26 1.086
74 H -1.28551 0.59922 0.02139  C30 1.091
75 H 0.50300 3.21610 1.63855  C25 1.088
76 H -4.06398 1.38152 0.42648  C35 1.083
77 H -4.62472 -1.40877 3.70882  C33 1.089
78 H 5.36536 2.03729 -3.41109  C40 1.085
79 H -1.27794 1.02244 4.29885  C24 1.088
80 H -4.43290 -1.42809 1.96004  C33 1.086

Properties
HOMO-LUMO gap: 9.68 eV
E_tot: -52266.3642 Eh

Record 3
Formula: C20H40Cl20
Source: the Open Molecules 2025 dataset
Level of theory: ωB97M-V/def2-TZVPD

Bonds (Å) are listed after each position.
CARTESIAN COORDINATES (ANGSTROEM)
1 Cl 0.93756 -0.35034 5.82532  C34 1.777
2 Cl 3.76451 4.30983 2.92516  C36 1.770
3 Cl 0.51081 1.28962 -6.91272  C29 1.766
4 Cl -0.39652 -2.00350 -0.16893  C33 1.777
5 Cl 2.44293 2.47148 -1.82198  C31 1.780
6 Cl -0.35767 -3.63895 3.37304  C32 1.794
7 Cl 3.46322 -6.12487 1.79576  C30 1.791
8 Cl -4.25916 2.16851 -4.34480  C37 1.761
9 Cl -3.55178 5.18085 2.02704  C21 1.759
10 Cl -1.24280 4.21604 4.18247  C23 1.762
11 Cl -1.12777 -0.00039 -4.40382  C25 1.775
12 Cl -2.09064 0.87755 0.24258  C26 1.750
13 Cl 1.38544 -3.13942 -3.43099  C24 1.775
14 Cl -2.11148 -6.57969 -0.16334  C27 1.798
15 Cl 3.66323 -1.38777 -4.94820  C38 1.798
16 Cl 4.62846 0.20392 -0.81007  C35 1.765
17 Cl -5.12065 3.31280 -1.32341  C39 1.779
18 Cl 1.32633 1.89336 2.97259  C28 1.788
19 Cl 2.79232 -2.83667 1.41338  C22 1.824
20 Cl -3.07846 -2.88478 -2.18453  C40 1.782
21 C -3.16217 3.51695 2.44567  Cl9 1.759, C23 1.516, H62 1.091, H74 1.088
22 C 2.35050 -4.18700 0.26970  Cl19 1.824, C30 1.517, H68 1.088, H79 1.084
23 C -2.72941 3.31796 3.88510  Cl10 1.762, C21 1.516, H46 1.087, H80 1.085
24 C 1.79228 -1.49155 -2.91343  Cl13 1.775, C38 1.517, H58 1.088, H75 1.091
25 C -0.69162 1.71840 -4.48977  Cl11 1.775, C29 1.527, H42 1.089, H66 1.089
26 C -0.40023 0.72996 -0.18406  Cl12 1.750, C33 1.511, H44 1.090, H49 1.090
27 C -2.67301 -4.90752 -0.51265  Cl14 1.798, C40 1.521, H64 1.086, H76 1.083
28 C 1.91489 2.88660 4.33794  Cl18 1.788, C36 1.517, H41 1.088, H71 1.086
29 C -0.65361 2.19399 -5.93984  Cl3 1.766, C25 1.527, H47 1.089, H67 1.087
30 C 1.98547 -5.42724 1.06319  Cl7 1.791, C22 1.517, H52 1.082, H53 1.091
31 C 3.37165 2.61694 -0.31006  Cl5 1.780, C35 1.504, H57 1.091, H65 1.091
32 C -0.41180 -2.22775 4.48001  Cl6 1.794, C34 1.507, H48 1.086, H69 1.090
33 C 0.27443 -0.47265 0.43355  Cl4 1.777, C26 1.511, H59 1.089, H78 1.092
34 C 0.98023 -1.89865 4.95469  Cl1 1.777, C32 1.507, H70 1.087, H77 1.089
35 C 4.68326 1.88284 -0.26968  Cl16 1.765, C31 1.504, H45 1.094, H72 1.092
36 C 2.33720 4.29677 3.97104  Cl2 1.770, C28 1.517, H54 1.089, H56 1.085
37 C -3.87937 1.33665 -2.84004  Cl8 1.761, C39 1.510, H50 1.090, H55 1.088
38 C 2.32217 -0.61601 -4.03265  Cl15 1.798, C24 1.517, H51 1.087, H61 1.089
39 C -4.95089 1.61038 -1.81138  Cl17 1.779, C37 1.510, H60 1.091, H63 1.090
40 C -2.62797 -4.59921 -2.00133  Cl20 1.782, C27 1.521, H43 1.090, H73 1.090
41 H 2.74710 2.34359 4.78153  C28 1.088
42 H 0.26026 1.81609 -3.96910  C25 1.089
43 H -1.66721 -4.81763 -2.46743  C40 1.090
44 H 0.06653 1.64317 0.18599  C26 1.090
45 H 5.43046 2.38247 -0.89331  C35 1.094
46 H -2.43769 2.27703 4.00024  C23 1.087
47 H -0.38873 3.24981 -5.95678  C29 1.089
48 H -1.09132 -2.47378 5.29090  C32 1.086
49 H -0.35020 0.72820 -1.27323  C26 1.090
50 H -2.92298 1.62045 -2.40201  C37 1.090
51 H 1.54178 -0.37658 -4.75066  C38 1.087
52 H 1.22804 -5.22648 1.80977  C30 1.082
53 H 1.57735 -6.16615 0.37242  C30 1.091
54 H 1.53729 4.75707 3.39354  C36 1.089
55 H -3.82729 0.27506 -3.07230  C37 1.088
56 H 2.53862 4.88475 4.86075  C36 1.085
57 H 2.71326 2.36796 0.52378  C31 1.091
58 H 0.93854 -1.01523 -2.43498  C24 1.088
59 H 1.35275 -0.49475 0.28072  C33 1.089
60 H -5.90395 1.19208 -2.13735  C39 1.091
61 H 2.68744 0.29796 -3.56626  C38 1.089
62 H -4.06838 2.97633 2.16884  C21 1.091
63 H -4.76740 1.10045 -0.86530  C39 1.090
64 H -3.71868 -4.82476 -0.23016  C27 1.086
65 H 3.52250 3.68371 -0.13656  C31 1.091
66 H -1.41469 2.31354 -3.93482  C25 1.089
67 H -1.64198 2.08308 -6.37798  C29 1.087
68 H 1.48093 -3.87567 -0.30486  C22 1.088
69 H -0.82361 -1.36263 3.96062  C32 1.090
70 H 1.69373 -1.80836 4.13949  C34 1.087
71 H 1.09090 2.88170 5.04476  C28 1.086
72 H 5.16568 1.99348 0.70377  C35 1.092
73 H -3.32568 -5.24119 -2.53886  C40 1.090
74 H -2.38493 3.15012 1.77871  C21 1.088
75 H 2.54991 -1.62373 -2.14005  C24 1.091
76 H -2.00894 -4.27321 0.06155  C27 1.083
77 H 1.35033 -2.66983 5.62838  C34 1.089
78 H 0.13992 -0.39285 1.51459  C33 1.092
79 H 3.17934 -4.35440 -0.40869  C22 1.084
80 H -3.45888 3.72165 4.57980  C23 1.085

Properties
HOMO-LUMO gap: 10.69 eV
E_tot: -9989.9438 Eh